2 unconnected molecules or ions with the total composition C20H24N2O6S2, computed with ωB97M-V/def2-TZVPD.

Results
LUMO level, Ha: 0.0151
E_tot, hartree: -2133.91352
Gap between HOMO and LUMO, eV: 8.6
ΔE to the lowest compared entry with this formula, charge and spin, kcal/mol: 0.0

Each atom is followed by the atoms it is bonded to, with distances in Å.
CARTESIAN COORDINATES (ANGSTROEM)
1 O 3.3204 0.2245 0.6699  C2 1.219
2 C 2.2457 0.4289 1.2066  O1 1.219, O3 1.351, C4 1.523
3 O 2.1049 0.5763 2.5422  C2 1.351, H20 0.969
4 C 0.9864 0.4966 0.3519  C2 1.523, C5 1.509, H21 1.092, H22 1.092
5 C 0.9884 1.6752 -0.5905  C4 1.509, C6 1.399, C19 1.400
6 C 0.7878 2.9689 -0.0974  C5 1.399, C7 1.400, H23 1.086
7 C 0.7719 4.0703 -0.9621  C6 1.400, C8 1.511, C12 1.402
8 C 0.6115 5.4694 -0.4137  C7 1.511, C9 1.528, H24 1.092, H25 1.093
9 C 1.9584 6.1524 -0.1811  C8 1.528, O10 1.218, O11 1.352
10 O 2.0027 7.3627 -0.3140  C9 1.218
11 O 3.0277 5.4122 0.1899  C9 1.352, H26 0.968
12 C 0.9460 3.8622 -2.3372  C7 1.402, C13 1.404, H27 1.085
13 C 1.1575 2.5743 -2.8538  C12 1.404, C14 1.470, C19 1.402
14 C 1.3680 2.3548 -4.2924  C13 1.470, C15 1.377, S18 1.764
15 C 0.9028 3.1675 -5.3022  C14 1.377, C16 1.455, H28 1.085
16 C 1.2700 2.6936 -6.6279  C15 1.455, C17 1.371, H29 1.087
17 C 2.0085 1.5397 -6.5816  C16 1.371, S18 1.756, H30 1.085
18 S 2.2756 0.9866 -4.9365  C14 1.764, C17 1.756
19 C 1.1831 1.4901 -1.9646  C5 1.400, C13 1.402, H31 1.085
20 H 3.0069 0.5111 2.8913  O3 0.969
21 H 0.8902 -0.4380 -0.2052  C4 1.092
22 H 0.1199 0.5726 1.0125  C4 1.092
23 H 0.6593 3.1184 0.9709  C6 1.086
24 H 0.0693 5.4387 0.5340  C8 1.092
25 H 0.0232 6.0730 -1.1103  C8 1.093
26 H 3.7584 6.0429 0.2686  O11 0.968
27 H 0.9487 4.7169 -3.0052  C12 1.085
28 H 0.3122 4.0628 -5.1367  C15 1.085
29 H 0.9913 3.2000 -7.5482  C16 1.087
30 H 2.3875 1.0205 -7.4559  C17 1.085
31 H 1.3462 0.4865 -2.3430  C19 1.085
32 C -4.2217 -2.8873 2.4904  N33 1.463, H43 1.091, H44 1.091, H45 1.091
33 N -3.3709 -2.0773 1.6191  C32 1.463, C34 1.342, H46 1.009
34 C -2.0589 -2.1480 1.3476  N33 1.342, O35 1.226, C36 1.556
35 O -1.6081 -1.2901 0.5967  C34 1.226
36 C -1.0944 -3.2552 1.8637  C34 1.556, C37 1.542, N39 1.468, H47 1.092
37 C -0.0943 -3.6640 0.7640  C36 1.542, S38 1.820, H48 1.091, H49 1.091
38 S 1.0426 -4.9725 1.3179  C37 1.820, H50 1.338
39 N -1.6955 -4.4791 2.4076  C36 1.468, C40 1.331, H51 1.006
40 C -1.8811 -4.7082 3.7058  N39 1.331, C41 1.510, O42 1.223
41 C -2.3647 -6.0872 4.0867  C40 1.510, H52 1.088, H53 1.089, H54 1.089
42 O -1.6916 -3.8628 4.5691  C40 1.223
43 H -5.2300 -2.4695 2.5066  C32 1.091
44 H -4.2797 -3.9128 2.1228  C32 1.091
45 H -3.8363 -2.8751 3.5114  C32 1.091
46 H -3.8201 -1.2980 1.1622  N33 1.009
47 H -0.5175 -2.7827 2.6611  C36 1.092
48 H -0.6472 -4.0207 -0.1065  C37 1.091
49 H 0.4866 -2.7914 0.4606  C37 1.091
50 H 1.7144 -4.2415 2.2154  S38 1.338
51 H -1.8288 -5.2475 1.7718  N39 1.006
52 H -3.2863 -6.3125 3.5544  C41 1.088
53 H -2.5486 -6.1107 5.1599  C41 1.089
54 H -1.5983 -6.8177 3.8330  C41 1.089

Löwdin atomic charge list, values in e, 2 entries:
1 O 0.092
2 C -0.492